1.
Here is a molecular structure, C14H35CoNO9P2SSi from the Open Molecules 2025 dataset. Energies are from ωB97M-V/def2-TZVPD.

```
64
Properties=species:S:1:pos:R:3:forces:R:3:nbo_charge:R:1
Co -0.797 0.136 1.431 0.11 0.47 -0.42 1.53
C -0.776 2.435 -1.594 -0.12 0.01 -0.03 -0.65
C 0.481 1.815 -1.020 0.04 0.03 -0.01 0.30
C 1.049 2.623 0.131 0.02 0.00 0.03 -0.65
C 1.528 1.561 -2.090 0.03 -0.14 -0.01 -0.64
O 0.090 0.496 -0.428 -0.12 -0.13 0.12 -1.03
Si -0.026 -0.982 -1.194 -0.12 0.12 0.08 2.23
S -0.883 -2.002 0.530 -0.13 -0.51 -0.07 -0.29
O 1.343 -1.670 -1.620 0.20 -0.08 -0.22 -0.97
C 2.517 -2.232 -0.969 -0.10 0.11 0.22 0.28
C 2.275 -3.723 -0.826 0.00 -0.09 0.01 -0.63
C 3.692 -1.943 -1.882 0.06 0.00 -0.08 -0.62
C 2.696 -1.564 0.386 0.02 0.04 0.05 -0.64
O -1.077 -0.881 -2.392 -0.04 0.16 0.02 -0.97
C -1.349 -1.703 -3.570 0.11 -0.11 0.07 0.29
C -1.357 -3.165 -3.150 0.03 -0.06 0.07 -0.64
C -0.266 -1.421 -4.597 0.07 0.04 0.00 -0.64
C -2.711 -1.264 -4.066 -0.11 0.06 0.00 -0.62
H -0.533 3.422 -1.995 -0.03 -0.04 0.01 0.23
H -1.527 2.556 -0.812 0.06 0.01 -0.06 0.24
H -1.188 1.820 -2.398 0.06 0.06 0.06 0.22
H 1.535 3.516 -0.262 -0.03 0.02 0.01 0.23
H 1.798 2.047 0.680 0.00 0.03 -0.05 0.22
H 0.272 2.932 0.831 0.09 -0.05 -0.07 0.25
H 1.806 2.514 -2.541 0.00 -0.02 0.00 0.24
H 1.153 0.911 -2.890 0.02 0.08 0.09 0.22
H 2.425 1.109 -1.659 -0.05 0.04 -0.05 0.22
H 2.143 -4.182 -1.808 -0.01 0.01 0.05 0.22
H 1.382 -3.913 -0.225 0.06 0.00 -0.03 0.21
H 3.127 -4.197 -0.335 -0.04 0.02 -0.03 0.23
H 3.517 -2.376 -2.869 0.02 0.03 0.04 0.22
H 4.603 -2.380 -1.468 -0.06 0.03 -0.03 0.23
H 3.843 -0.868 -1.993 0.00 -0.04 0.00 0.22
H 1.858 -1.795 1.056 0.08 0.03 -0.03 0.21
H 2.771 -0.477 0.279 -0.01 -0.09 0.03 0.22
H 3.608 -1.923 0.866 -0.04 0.01 -0.01 0.24
H -0.371 -3.473 -2.788 -0.09 0.02 -0.03 0.22
H -1.618 -3.797 -4.000 0.01 0.01 0.02 0.23
H -2.095 -3.333 -2.361 0.05 0.01 -0.07 0.22
H 0.719 -1.687 -4.205 -0.07 0.01 -0.03 0.22
H -0.265 -0.362 -4.867 0.00 -0.06 0.01 0.22
H -0.449 -2.005 -5.500 0.01 0.03 0.03 0.23
H -3.469 -1.430 -3.298 0.04 0.01 -0.06 0.22
H -2.986 -1.834 -4.956 0.02 0.04 0.06 0.22
H -2.697 -0.203 -4.322 -0.01 -0.05 0.01 0.22
N -1.827 0.747 5.305 0.00 0.25 -0.10 -0.70
C -1.399 1.841 4.328 0.03 0.10 0.02 -0.63
C -1.532 3.218 4.968 -0.05 -0.12 0.04 -0.64
P -2.428 1.544 2.830 -0.16 -0.29 0.24 2.35
O -3.797 2.215 3.277 0.08 0.07 -0.16 -0.99
O -1.793 2.099 1.587 0.06 -0.09 0.22 -1.15
O -2.513 0.026 2.753 -0.06 0.12 -0.03 -1.18
P 0.390 1.496 3.885 -0.14 0.01 -0.17 2.38
O 0.839 1.001 5.359 0.14 -0.07 -0.06 -1.04
O 1.066 2.716 3.438 0.01 -0.06 0.09 -1.08
O 0.343 0.249 3.003 0.08 0.14 0.20 -1.21
H -2.702 0.989 5.769 -0.06 0.06 0.05 0.43
H -1.091 0.600 5.999 0.08 0.00 0.06 0.46
H -1.982 -0.112 4.763 0.02 -0.13 -0.13 0.47
H -2.570 3.440 5.225 0.03 -0.02 0.00 0.23
H -1.178 3.967 4.262 -0.01 -0.03 -0.01 0.28
H -0.909 3.295 5.862 0.00 -0.01 -0.03 0.23
H -4.458 2.310 2.577 -0.01 0.00 0.04 0.53
H 1.748 1.250 5.572 -0.07 0.04 0.03 0.53
```
Positions in Å, forces in eV/Å.

Results
HOMO energy (alpha / beta): -0.4753 / -0.4770 Ha
Kohn-Sham gap (alpha / beta): 10.7 / 6.9 eV
Energy: -4039.7478 Eh
Relative energy (zero: lowest compared OMol25 entry of this formula, charge and spin): 5.7 kJ/mol
Net charge: +1
2S+1: 5

---

2.
Here is a molecular structure, C14H35F3NO10V in a non-equilibrium geometry from the Open Molecules 2025 dataset. Energies are from ωB97M-V/def2-TZVPD.

```
64
Properties=species:S:1:pos:R:3:forces:R:3:nbo_charge:R:1
O 0.042 -0.317 -0.667 -0.96 -1.66 -1.27 -0.85
V 1.039 0.786 -0.151 0.21 -0.11 2.73 1.35
C 1.146 -0.942 2.549 0.88 0.84 -3.79 0.31
O -0.174 -0.694 2.087 -0.24 -0.07 1.61 -0.54
O 1.959 -0.152 1.688 -1.12 -0.47 1.94 -0.90
C 1.316 -0.832 4.065 1.98 1.67 -0.59 0.92
F 2.632 -0.888 4.393 0.19 -0.16 -0.29 -0.34
F 0.906 0.342 4.551 -0.78 0.54 0.31 -0.34
F 0.760 -1.804 4.749 -1.00 -0.88 0.49 -0.32
C -1.140 -1.603 2.559 -2.07 0.76 -0.98 -0.07
C -2.484 -1.174 1.926 -0.11 -0.32 0.41 -0.60
H -2.745 -0.150 2.192 0.30 0.15 -0.39 0.19
H -2.490 -1.356 0.851 0.20 0.50 -0.01 0.22
H -3.325 -1.741 2.326 0.12 -0.45 0.24 0.19
H -1.287 -1.556 3.638 0.36 -0.31 0.11 0.17
H -0.993 -2.614 2.179 0.64 -0.27 0.39 0.17
H 1.320 -2.003 2.371 0.33 -0.58 -0.08 0.12
C 3.686 2.869 -0.708 -1.39 -0.36 0.55 -0.25
O 2.532 2.495 0.164 2.22 1.45 -0.57 -0.56
C 2.145 3.563 1.050 -0.96 -0.96 -0.32 -0.06
C 0.856 3.048 1.767 1.64 0.37 0.83 -0.25
N -0.149 2.478 0.852 -0.15 1.47 1.28 -0.60
C -1.437 2.490 1.636 -0.21 -0.67 -0.80 -0.23
C -2.618 2.371 0.685 -0.12 -1.24 0.12 -0.06
O -2.404 1.250 -0.095 -0.31 -1.00 -1.97 -0.54
C -3.267 1.054 -1.249 0.93 0.11 1.07 -0.25
H 3.465 3.794 -1.240 -0.46 -0.14 -0.35 0.18
H 3.811 2.011 -1.369 -0.01 0.32 -0.07 0.21
H 4.631 3.109 -0.220 -0.18 -0.49 0.82 0.19
H 1.951 4.472 0.480 -0.26 0.12 -0.40 0.16
H 2.976 3.826 1.704 -0.17 -0.32 0.46 0.20
H 0.392 3.842 2.352 0.25 0.44 -0.03 0.18
H 1.172 2.309 2.504 -0.10 -0.38 -0.21 0.25
H -0.306 3.279 0.257 -0.05 0.04 -0.97 0.34
H -1.620 3.419 2.175 0.53 0.29 0.13 0.18
H -1.389 1.683 2.367 -0.10 -0.13 -0.22 0.24
H -2.743 3.219 0.012 -0.04 0.67 0.26 0.15
H -3.522 2.166 1.259 -0.38 0.74 0.36 0.18
H -4.196 0.547 -0.990 -0.07 -0.11 0.24 0.17
H -2.689 0.440 -1.939 -0.03 0.01 0.07 0.21
H -3.540 1.994 -1.729 0.14 0.28 -0.01 0.16
O 0.712 2.023 -1.949 0.06 0.52 -0.44 -0.90
H 0.156 2.802 -1.974 -0.28 0.14 0.11 0.48
H 1.211 2.058 -2.764 0.24 -0.40 -0.32 0.50
C 2.641 -1.616 -2.971 -1.10 0.05 0.36 -0.08
C 2.881 -1.612 -1.435 -0.60 -0.61 -1.90 -0.08
O 2.974 -0.261 -1.055 0.86 0.44 0.02 -0.72
O 1.426 -0.885 -3.259 0.59 0.04 0.21 -0.72
H 2.521 -2.617 -3.386 0.29 -0.24 0.26 0.17
H 3.467 -1.110 -3.472 0.29 -0.03 0.04 0.15
H 3.838 -2.098 -1.248 -0.09 -0.30 0.12 0.17
H 2.069 -2.090 -0.886 0.00 0.03 -0.10 0.22
H 3.905 -0.186 -0.835 -0.11 0.69 0.49 0.49
H 1.050 -1.208 -4.081 0.08 -0.12 0.03 0.47
C -1.540 -3.475 -2.035 -0.42 -0.19 -0.76 -0.11
C -3.061 -3.926 -1.814 2.47 0.41 -0.18 -0.11
O -3.709 -4.068 -3.082 -0.02 0.15 0.73 -0.72
O -0.554 -4.515 -2.047 -0.62 -0.27 0.51 -0.72
H -1.132 -2.706 -1.379 -0.40 0.03 0.23 0.22
H -1.532 -3.101 -3.059 -0.20 0.62 -0.07 0.15
H -3.559 -3.148 -1.235 -0.08 -0.26 0.32 0.17
H -2.999 -4.884 -1.298 -0.52 0.01 0.05 0.18
H -4.043 -3.176 -3.206 -0.24 -0.11 -0.66 0.46
H -0.940 -5.228 -2.562 0.16 -0.24 -0.14 0.46
```
Positions in Å, forces in eV/Å.

Results
HOMO energy (alpha / beta): -0.1839 / -0.2792 Ha
Kohn-Sham gap (alpha / beta): 4.8 / 7.4 eV
Energy: -2605.0502 Eh
2S+1: 3

---

3.
Here is a molecular structure, C14H35N3PtS2 in a non-equilibrium geometry from the Open Molecules 2025 dataset. Energies are from ωB97M-V/def2-TZVPD.

```
55
Properties=species:S:1:pos:R:3:forces:R:3:nbo_charge:R:1
Pt 0.759 -0.299 0.043 -1.41 1.33 0.16 0.95
S -0.010 -2.493 -0.444 0.77 -2.21 -1.03 0.30
S 0.033 2.281 -0.039 0.69 1.42 -0.91 0.21
C 1.438 -3.593 -0.590 -0.35 -0.80 0.21 -0.74
C -0.283 -2.416 -2.259 -0.37 -0.24 0.30 -0.53
C 0.367 -1.174 -2.806 -0.47 0.34 0.09 -0.24
N -0.061 -0.066 -1.876 0.19 0.62 -3.14 -0.70
C 0.218 1.228 -2.576 -0.59 -0.33 0.02 -0.24
C -0.486 2.320 -1.817 0.01 0.10 0.32 -0.52
H -1.377 -2.375 -2.355 0.30 -0.02 -0.30 0.25
H 0.092 -3.339 -2.722 -0.24 0.25 0.22 0.27
H 0.010 -0.958 -3.829 0.11 -0.17 0.38 0.23
H 1.469 -1.226 -2.847 -0.60 0.01 0.16 0.22
H -0.177 1.166 -3.601 0.11 0.13 0.19 0.22
H 1.303 1.372 -2.641 -0.38 0.01 0.08 0.21
H -1.577 2.201 -1.832 0.30 0.02 -0.17 0.24
H -0.227 3.298 -2.252 -0.26 -0.30 0.37 0.26
C 1.197 3.694 -0.284 -0.27 0.30 0.40 -0.72
H -1.091 -0.127 -1.781 0.64 0.00 -0.14 0.41
H 1.979 3.492 -1.030 -0.35 -0.08 0.23 0.22
H 1.660 3.984 0.673 -0.27 -0.14 -0.41 0.25
H 0.540 4.502 -0.642 0.51 -0.14 0.27 0.25
H 1.864 -3.760 0.407 -0.05 0.01 -0.37 0.24
H 2.197 -3.231 -1.297 -0.32 0.09 0.29 0.23
H 1.026 -4.546 -0.963 0.39 0.26 0.22 0.26
C -2.500 -0.069 0.044 -0.66 -0.19 0.68 -0.42
C -1.955 0.157 1.255 -1.39 1.06 0.27 -0.41
H -2.861 -1.082 -0.214 0.14 0.61 0.19 0.22
H -2.847 0.740 -0.623 0.78 -0.36 0.19 0.22
H -2.125 -0.551 2.072 0.66 -0.25 -0.56 0.22
H -1.700 1.178 1.632 -0.30 -0.95 -0.67 0.23
C 3.172 1.401 0.804 0.23 -0.24 -0.22 -0.44
N 2.890 0.111 0.087 0.84 -0.31 -0.12 -0.45
C 3.398 0.188 -1.314 0.20 -0.01 0.53 -0.41
C 3.371 -1.103 0.846 0.24 0.78 -0.67 -0.25
C 2.629 -1.131 2.178 -0.35 -0.37 -0.06 -0.25
N 1.134 -0.819 2.029 0.62 -0.50 1.94 -0.52
C 0.363 -2.018 2.520 -0.01 -0.06 0.16 -0.43
C 0.719 0.236 3.014 0.35 -0.05 0.30 -0.41
H 3.333 2.159 0.021 0.01 -0.22 0.61 0.23
H 4.083 1.318 1.430 -0.45 0.07 -0.34 0.23
H 2.299 1.696 1.411 0.71 -0.17 -0.19 0.21
H 4.501 0.267 -1.329 -0.41 -0.09 -0.08 0.23
H 3.060 -0.703 -1.864 0.36 0.38 0.21 0.20
H 2.963 1.102 -1.750 0.36 -0.54 0.04 0.21
H 3.173 -1.982 0.209 -0.01 0.45 0.39 0.22
H 4.474 -1.059 0.986 -0.58 0.06 0.14 0.24
H 2.719 -2.139 2.605 0.12 0.40 0.07 0.24
H 3.069 -0.419 2.875 0.00 -0.02 -0.04 0.23
H 0.355 -1.953 3.625 0.05 -0.47 -0.49 0.23
H -0.683 -1.986 2.159 0.75 -0.05 0.22 0.23
H 0.856 -2.948 2.202 -0.32 0.30 0.10 0.21
H 0.787 1.261 2.638 0.14 -0.30 -0.01 0.21
H -0.316 0.039 3.303 0.26 0.24 -0.04 0.23
H 1.366 0.097 3.891 -0.40 0.36 0.02 0.22
```
Positions in Å, forces in eV/Å.

Results
HOMO energy (alpha / beta): -0.4712 / -0.5609 Ha
Kohn-Sham gap (alpha / beta): 7.7 / 8.0 eV
Energy: -1633.7134 Eh
Net charge: +2
2S+1: 3

---

4.
Here is 4 unconnected molecules or ions with the total composition C14H35O8P in a non-equilibrium geometry from the Open Molecules 2025 dataset. Energies are from ωB97M-V/def2-TZVPD.

```
58
Properties=species:S:1:pos:R:3:forces:R:3:nbo_charge:R:1
C 4.517 -3.825 2.627 1.36 -0.39 0.58 -0.64
C 4.715 -5.022 1.589 -0.26 0.39 -1.07 -0.41
C 3.429 -5.939 1.351 0.45 -0.08 -0.13 -0.43
C 2.477 -6.116 2.622 0.62 0.74 -0.44 -0.24
O 2.096 -7.513 2.732 1.58 -0.75 1.23 -0.50
C 3.122 -8.286 3.279 1.66 0.35 0.72 0.63
O 4.253 -7.893 3.583 -2.96 -0.39 -0.95 -0.59
P 0.862 -5.167 2.211 -2.85 -2.22 -3.02 2.22
O 0.060 -6.097 1.282 1.92 2.50 2.52 -1.07
O 1.186 -3.720 1.358 -0.05 -1.86 2.15 -0.98
O 0.003 -4.848 3.628 2.45 0.67 -1.90 -0.93
H 5.073 -4.127 3.585 -1.05 0.53 -1.15 0.21
H 3.440 -3.590 2.886 1.30 -0.20 -0.52 0.20
H 5.059 -2.881 2.269 -1.02 -1.30 0.41 0.23
H 4.968 -4.553 0.571 -0.36 -0.73 1.38 0.21
H 5.605 -5.698 1.829 -1.31 1.08 0.06 0.22
H 2.788 -5.557 0.491 0.96 -0.43 1.03 0.21
H 3.819 -6.959 1.003 -0.83 1.35 0.70 0.24
H 2.928 -5.792 3.609 -0.28 -0.29 -1.28 0.23
H 2.880 -9.385 3.488 -0.49 1.58 -0.71 0.16
H 1.346 -3.920 0.414 -0.26 -0.07 0.59 0.52
H 0.546 -4.268 4.209 -0.55 -0.38 -0.25 0.50
C -0.296 0.034 -2.587 0.09 0.14 -0.24 -0.64
C 0.038 -1.378 -2.134 -0.23 0.47 0.47 0.09
C -0.911 -1.848 -1.044 -0.06 -0.27 0.03 -0.63
O 1.378 -1.415 -1.643 0.24 -0.28 -0.12 -0.73
H -0.205 0.743 -1.758 -0.11 -0.11 0.06 0.22
H 0.400 0.364 -3.363 -0.08 -0.09 -0.01 0.21
H -1.313 0.091 -2.984 0.04 0.02 0.03 0.21
H -0.015 -2.060 -2.986 0.23 -0.01 0.09 0.17
H -0.841 -1.205 -0.161 -0.03 0.09 -0.11 0.20
H -0.651 -2.859 -0.720 -0.10 0.04 -0.08 0.21
H -1.946 -1.849 -1.393 0.05 -0.01 0.06 0.21
H 1.435 -0.815 -0.889 -0.07 -0.05 -0.10 0.46
C -1.129 5.150 0.238 -0.14 0.11 0.23 -0.64
C -0.195 3.977 -0.013 -0.31 0.32 -0.54 0.10
C 0.674 4.214 -1.238 0.27 -0.11 -0.03 -0.63
O -0.965 2.790 -0.200 0.08 -0.29 0.22 -0.73
H -1.805 5.299 -0.610 0.15 0.01 -0.07 0.22
H -1.756 4.961 1.114 0.13 0.00 0.00 0.21
H -0.567 6.073 0.402 -0.05 -0.03 -0.02 0.21
H 0.439 3.817 0.863 -0.13 -0.20 -0.04 0.17
H 0.059 4.331 -2.136 -0.06 0.12 0.10 0.20
H 1.332 3.359 -1.414 -0.01 0.07 0.08 0.21
H 1.290 5.109 -1.118 -0.04 -0.04 -0.05 0.21
H -1.530 2.920 -0.973 0.07 0.06 0.10 0.46
C -5.463 5.979 -1.158 0.03 -0.12 0.27 -0.63
C -4.334 6.812 -1.744 -0.56 -0.16 -0.42 0.09
C -4.870 7.915 -2.644 0.15 0.27 -0.02 -0.63
O -3.462 5.968 -2.495 0.34 -0.05 0.12 -0.73
H -6.040 5.492 -1.950 -0.01 0.15 -0.03 0.20
H -5.063 5.184 -0.523 0.00 0.11 0.00 0.22
H -6.140 6.595 -0.561 0.00 -0.06 -0.05 0.21
H -3.744 7.251 -0.936 0.13 -0.14 -0.13 0.18
H -5.427 7.494 -3.487 -0.07 -0.05 0.12 0.20
H -4.048 8.498 -3.067 -0.04 -0.02 0.10 0.22
H -5.529 8.589 -2.092 0.01 -0.04 -0.06 0.21
H -3.973 5.574 -3.213 0.04 0.08 0.10 0.46
```
Positions in Å, forces in eV/Å.

Results
HOMO energy: -0.3737 Ha
Kohn-Sham gap: 10.5 eV
SMILES: CCC[C@H](OC=O)P(=O)(O)O.CC(C)O.CC(C)O.CC(C)O
Energy: -1497.7156 Eh
Relative energy (zero: lowest compared OMol25 entry of this formula, charge and spin): 186.6 kJ/mol
2S+1: 1